Entry from the Open Molecules 2025 dataset: a structure of composition C28H44BrN3P2RuS at a distorted geometry (ωB97M-V/def2-TZVPD).

Last column: Löwdin spin population.
Element x y z (Å)
C -2.198 -5.921 1.454  0.069
C -1.035 -5.134 1.642  -0.005
C 0.191 -5.647 1.183  0.073
C 0.236 -6.960 0.679  0.076
N -0.868 -7.687 0.554  0.742
C -2.048 -7.205 0.941  0.076
C -1.076 -3.794 2.149  0.102
C -1.070 -2.641 2.580  -0.015
C -0.992 -1.246 2.888  0.138
C -2.110 -0.373 2.978  -0.005
C -1.953 0.956 2.572  0.114
C -0.715 1.317 2.057  0.203
C 0.451 0.661 2.430  0.104
C 0.297 -0.645 2.927  -0.019
Ru -0.598 2.438 0.376  1.207
P -0.679 0.606 -0.757  0.002
H 1.100 -5.051 1.159  0.007
H -3.208 -5.535 1.643  0.006
H 1.186 -7.402 0.384  0.015
H -2.918 -7.881 0.836  0.017
H 1.161 -1.270 3.217  -0.002
H -3.085 -0.775 3.281  -0.001
H 1.425 1.115 2.248  0.008
H -2.754 1.686 2.558  0.007
C -0.645 0.889 -2.560  -0.002
C -0.432 -0.313 -3.495  -0.001
H 0.133 1.651 -2.725  -0.001
H -1.592 1.395 -2.795  0.000
H -0.478 -0.010 -4.547  0.000
H 0.546 -0.791 -3.382  0.000
H -1.205 -1.080 -3.391  0.000
C 0.572 -0.756 -0.585  0.001
C 0.165 -2.181 -0.942  0.000
H 0.935 -0.724 0.448  0.000
H 1.404 -0.427 -1.216  0.003
H 1.031 -2.846 -0.827  0.000
H -0.610 -2.594 -0.286  0.001
H -0.165 -2.291 -1.980  0.000
C -2.209 -0.280 -0.285  0.009
C -2.902 -0.983 -1.449  0.001
H -2.898 0.444 0.175  0.002
H -1.935 -0.972 0.521  0.000
H -3.905 -1.325 -1.159  0.000
H -3.023 -0.297 -2.295  0.000
H -2.357 -1.875 -1.786  0.000
Br 0.417 4.110 -1.251  0.144
P 3.156 1.948 -0.618  0.555
C 3.287 1.063 -2.198  0.069
C 4.419 1.600 -3.054  0.025
H 2.323 1.173 -2.729  0.009
H 3.406 -0.008 -1.974  0.001
H 4.489 0.954 -3.933  0.006
H 4.208 2.622 -3.383  0.001
H 5.383 1.578 -2.533  0.000
C 3.863 3.627 -0.699  0.061
C 5.141 3.823 0.091  0.018
H 3.072 4.297 -0.318  0.009
H 3.976 3.862 -1.763  0.003
H 5.364 4.892 0.050  0.004
H 5.011 3.538 1.140  0.001
H 5.998 3.285 -0.325  0.000
C 3.826 0.969 0.742  0.080
C 5.175 0.372 0.392  0.039
H 3.101 0.170 0.992  0.006
H 3.883 1.621 1.630  0.000
H 5.481 -0.243 1.245  0.008
H 5.113 -0.262 -0.501  0.001
H 5.937 1.145 0.235  0.000
S -2.329 3.333 -0.932  0.007
C -3.535 2.961 0.184  0.013
N -4.650 2.264 -0.075  -0.005
C -5.645 2.481 0.962  0.000
C -4.931 3.355 1.986  0.002
N -3.579 3.444 1.447  0.012
H -4.847 1.892 -0.990  0.000
H -5.969 1.531 1.409  0.000
H -6.532 2.984 0.546  0.000
H -4.900 2.901 2.979  0.000
H -5.384 4.351 2.055  0.001
H -2.894 4.121 1.773  0.001

Calculated values
**2S+1**: 5
**Charge**: +4
**Highest occupied orbital energy (spin up / spin down)**: -19.206 / -19.490 eV
**LUMO energy (spin up / spin down)**: -12.71 / -14.15 eV


Entry from the Open Molecules 2025 dataset: an isolated molecule of C4H4 at a distorted geometry (ωB97M-V/def2-TZVPD).

Last column: natural (NBO) charge in e.
Element x y z (Å)
C 1.559 1.350 -0.377  -0.133
C 0.825 0.725 0.366  -0.078
C -1.242 -0.811 0.576  -0.353
C -0.102 -0.231 0.202  -0.272
H 2.416 1.785 -0.862  0.234
H -1.986 -0.794 1.337  0.206
H -1.598 -1.333 -0.401  0.196
H 0.127 -0.691 -0.841  0.199

Calculated values
**SMILES**: C#CC=C
**Highest occupied orbital energy**: -9.204 eV
**LUMO energy**: 0.60 eV


Entry from the Open Molecules 2025 dataset: a structure of composition C29H23AsCl5MgO2Se2 (ωB97M-V/def2-TZVPD).

Last column: Löwdin charge in e.
Element x y z (Å)
Mg 0.334 2.647 0.457  0.472
Cl 1.121 5.516 1.106  0.533
C -0.654 5.575 0.872  -0.700
C -1.329 4.379 0.813  -0.288
C -2.687 4.494 0.664  -0.693
Cl -3.652 3.002 0.626  0.581
C -3.367 5.701 0.553  -0.714
Cl -5.086 5.777 0.357  0.633
C -2.628 6.884 0.602  -0.712
Cl -3.420 8.412 0.460  0.639
C -1.242 6.828 0.771  -0.717
Cl -0.327 8.292 0.849  0.636
O 6.064 -2.625 -0.431  -0.062
C 6.226 -1.263 -0.038  -0.216
C 4.891 -0.525 -0.144  -0.609
C 4.473 -0.447 -1.619  -0.250
O 5.230 0.502 -2.361  -0.075
C 5.073 0.857 0.481  -0.503
Se 3.396 1.909 0.335  0.414
C 3.804 -1.229 0.667  -0.444
Se 2.153 -0.079 0.745  0.453
H 6.933 -2.987 -0.625  0.083
H 6.951 -0.759 -0.687  0.128
H 6.585 -1.214 0.998  0.123
H 3.406 -0.224 -1.698  0.084
H 4.660 -1.421 -2.076  0.125
H 4.829 1.362 -2.179  0.060
H 5.840 1.439 -0.034  0.067
H 5.351 0.753 1.531  0.068
H 4.160 -1.419 1.680  0.069
H 3.503 -2.175 0.216  0.063
C -6.318 -2.435 0.774  -0.109
C -5.284 -3.074 1.439  -0.101
C -4.028 -2.485 1.511  -0.109
C -3.791 -1.251 0.920  -0.376
C -4.838 -0.610 0.265  -0.126
C -6.090 -1.199 0.185  -0.095
As -2.056 -0.308 1.061  1.310
C -1.660 -0.349 -0.853  -0.348
C -2.100 0.548 -1.813  -0.117
C -1.706 0.381 -3.134  -0.088
C -0.860 -0.663 -3.486  -0.087
C -0.408 -1.553 -2.527  -0.028
C -0.812 -1.405 -1.204  -0.214
C -0.394 -2.257 -0.081  -0.239
C 0.486 -3.331 -0.163  -0.040
C 0.839 -4.025 0.983  -0.091
C 0.326 -3.650 2.218  -0.094
C -0.545 -2.572 2.309  -0.120
C -0.915 -1.886 1.163  -0.384
H -7.296 -2.896 0.714  0.094
H -5.449 -4.040 1.901  0.096
H -3.227 -3.009 2.019  0.086
H -4.685 0.358 -0.200  0.068
H -6.889 -0.688 -0.338  0.099
H -2.723 1.390 -1.537  0.063
H -2.038 1.086 -3.885  0.099
H -0.541 -0.775 -4.515  0.097
H 0.265 -2.352 -2.811  0.102
H 0.913 -3.618 -1.116  0.106
H 1.533 -4.853 0.917  0.100
H 0.620 -4.185 3.112  0.096
H -0.918 -2.262 3.279  0.104

Calculated values
**Charge**: -1
**Highest occupied orbital energy**: -2.146 eV
**LUMO energy**: 2.33 eV


Entry from the Open Molecules 2025 dataset: a cluster of 2 separate species, C6H11N in total at a distorted geometry (ωB97M-V/def2-TZVPD).

Last column: natural (NBO) charge in e.
Element x y z (Å)
C -2.023 -0.671 -0.483  -0.607
C -0.978 0.343 -0.033  -0.450
C 0.396 -0.216 0.245  0.048
C 1.409 0.803 0.740  -0.544
C 0.756 -1.485 0.068  -0.402
C 1.032 1.348 2.052  0.290
N 0.711 1.761 3.083  -0.326
H -1.726 -1.166 -1.414  0.206
H -2.982 -0.174 -0.658  0.219
H -2.179 -1.443 0.278  0.211
H -1.329 0.860 0.871  0.227
H -0.873 1.128 -0.796  0.214
H 1.478 1.642 0.034  0.253
H 2.406 0.360 0.818  0.255
H 1.109 0.812 -2.765  -0.003
H 1.765 -1.825 0.286  0.201
H 0.057 -2.234 -0.292  0.208
H 1.074 0.206 -2.333  0.001

Calculated values
**SMILES**: C=C(CC)CC#N.[H][H]
**Highest occupied orbital energy**: -10.119 eV
**LUMO energy**: 0.95 eV